Record 1
DFT (ωB97M-V/def2-TZVPD) results for 19 unconnected molecules or ions with the total composition C58H102O32.

The geometry in ORCA input format:
```
! RIJCOSX wB97M-V def2-TZVPD def2/J DEFGRID3
* xyz 0 1
O 14.73960 19.13122 23.36753
O 12.63506 20.28994 16.04725
O 16.42529 21.59946 9.56336
O 17.99940 20.17824 10.30825
O 14.92690 18.81998 13.60063
O 18.10228 14.61714 11.38703
O 12.85791 16.58726 13.58162
O 9.14298 21.82402 13.27769
O 8.99378 11.03136 16.80210
O 12.54879 17.84812 18.77880
O 13.32328 8.58582 13.98749
O 12.82945 14.71942 19.11476
O 20.41212 12.32938 16.36095
O 11.35442 18.10605 14.26131
O 7.98355 10.39184 14.95537
O 14.84165 15.83484 22.12923
O 16.10464 14.58331 10.34620
O 16.03605 14.19216 15.34124
O 20.24918 14.42852 16.98936
O 11.58262 11.21629 12.80163
O 11.57022 8.47824 15.34701
O 10.73356 16.94318 17.86010
O 16.86906 13.45736 18.29015
O 10.33450 14.79637 13.95025
O 12.21525 13.61550 13.99245
O 11.51171 11.52386 9.41904
O 12.56801 19.52697 23.46246
O 16.15607 13.88080 20.38296
O 11.28621 13.64350 10.18248
O 17.86784 15.47738 15.07157
O 15.21032 20.73889 12.45732
O 14.09452 12.16090 18.33922
C 16.96174 11.03012 18.33070
C 15.21747 20.03350 13.61875
C 10.73852 19.31994 18.44143
C 18.11773 18.72539 10.43493
C 13.01552 10.42092 15.43872
C 15.85723 19.22712 9.95465
C 11.29389 17.85697 18.34132
C 7.66476 9.16781 14.26580
C 11.93789 12.62845 10.10129
C 14.30419 9.53648 13.63134
C 21.43167 14.10412 15.05907
C 20.49006 15.76616 16.54178
C 8.44309 8.68367 16.46506
C 13.69213 18.34405 25.29000
C 7.41050 8.18284 15.46408
C 13.57143 19.04830 23.96765
C 11.68391 21.30480 15.71443
C 11.88416 17.51819 13.34279
C 16.72464 15.37516 15.37080
C 15.45868 22.14978 12.69430
C 16.91414 14.09791 11.09605
C 14.63649 14.30732 15.80998
C 13.73661 11.03202 9.92613
C 15.14575 16.91640 21.22236
C 9.43126 14.26679 16.15382
C 13.25457 16.00953 12.30344
C 10.91678 13.77820 16.02671
C 13.48940 11.64412 19.54984
C 9.55379 20.69796 12.55540
C 15.43939 22.30735 14.18804
C 11.82524 14.60845 20.11708
C 18.04034 12.57912 12.69934
C 8.54849 10.13594 16.15050
C 11.62451 17.61942 11.84718
C 16.65647 12.85097 11.95592
C 10.11637 11.27929 12.74259
C 12.36073 10.43644 9.70806
C 15.02449 17.69546 25.29244
C 16.74887 20.51311 9.89233
C 16.51418 13.10571 19.53044
C 16.69716 18.23655 10.70650
C 15.78696 16.44723 15.89722
C 13.40730 12.37222 10.49393
C 14.56612 15.69990 16.50848
C 21.08466 15.60457 15.15118
C 15.76260 18.48149 24.20392
C 15.75246 20.85263 14.72591
C 11.26253 14.02875 14.58666
C 9.36718 15.26926 15.00753
C 13.10779 19.23292 18.98731
C 14.38297 10.60111 14.72602
C 18.85782 13.85040 12.38225
C 16.86188 11.63010 19.71524
C 11.83889 20.06872 19.23482
C 12.95896 17.11152 11.31520
C 20.62951 13.47854 16.16204
C 12.51446 9.11434 14.96614
C 17.27642 12.26591 17.52920
H 13.75770 17.83265 11.32762
H 11.72026 15.52338 20.65188
H 14.37012 10.46644 10.59233
H 12.58750 15.12267 12.14409
H 11.57795 20.01315 20.30160
H 14.69763 22.70810 12.13376
H 9.70538 16.28054 15.23362
H 18.31703 12.34630 17.31139
H 13.52328 19.14069 26.06178
H 10.45229 20.87218 11.93621
H 8.67518 13.48366 15.96334
H 15.85276 13.00195 12.68867
H 14.88791 19.46805 10.40430
H 11.90379 12.12702 13.02446
H 12.83380 16.80175 10.25255
H 9.90177 12.10754 12.07892
H 8.24456 8.51038 17.50201
H 12.01102 13.77058 20.87380
H 13.58164 19.54837 18.08009
H 14.07655 14.24604 14.90070
H 14.05512 9.86550 12.58366
H 14.18569 17.46344 21.04002
H 13.44958 12.53465 11.56867
H 16.52067 17.16930 10.24797
H 16.06419 23.08083 14.65555
H 13.72486 13.05602 18.31346
H 16.78994 12.38435 16.57056
H 15.72254 18.83844 8.95007
H 9.75609 10.35060 12.41525
H 13.96589 12.12804 20.39830
H 10.47590 19.63910 17.39336
H 16.44454 19.23539 24.61393
H 16.50449 11.95683 11.32586
H 13.08168 10.50360 16.50577
H 16.42319 22.39708 12.21847
H 13.88384 13.22062 10.00832
H 15.68252 17.69148 26.13436
H 15.43859 16.52191 20.26635
H 9.17661 14.69024 17.09434
H 12.41863 11.31179 15.04920
H 15.95439 10.64380 18.06145
H 10.84672 14.38782 19.60264
H 13.68484 16.37018 16.30508
H 14.27204 11.20561 9.00538
H 12.65422 19.67124 15.32619
H 14.46502 13.36338 16.40558
H 18.44186 18.32318 9.44745
H 9.85722 20.00941 13.34533
H 8.68983 20.32942 11.98808
H 14.46128 22.36742 14.67639
H 14.58359 11.68611 14.52130
H 16.26823 17.26985 16.50806
H 15.48883 16.93916 14.98137
H 15.30068 9.03831 13.55137
H 17.90384 12.53992 13.80570
H 11.05722 12.66247 16.30475
H 12.10778 21.06708 19.01485
H 15.15900 10.28127 15.43072
H 6.40696 8.36424 15.83614
H 18.41727 11.63938 12.34316
H 22.47868 13.96211 15.34279
H 19.79177 13.64909 11.87633
H 12.38982 11.71310 19.53800
H 14.88822 16.63822 24.94653
H 16.58485 18.36873 11.78153
H 16.15750 11.05513 20.31371
H 8.40930 15.31535 14.51338
H 14.26745 15.83682 12.47100
H 8.55042 22.46103 12.86722
H 16.28713 17.76379 23.52927
H 9.81842 19.40156 18.96088
H 12.79914 17.67922 25.34733
H 17.73972 11.57288 20.31448
H 21.12390 16.31635 17.28415
H 19.56494 16.35950 16.51961
H 11.65330 14.30931 16.65847
H 7.39673 7.13429 15.10104
H 16.83363 20.61769 14.68820
H 20.35622 15.75419 14.36186
H 10.82445 16.92211 11.62434
H 15.40651 20.68579 15.73387
H 11.95502 22.19436 16.20868
H 21.98605 16.15805 14.90809
H 18.88999 18.54653 11.15394
H 11.60733 21.36917 14.60522
H 9.56850 11.50050 13.67438
H 8.51123 8.88040 13.72938
H 19.06305 14.48235 13.26841
H 12.04539 9.89016 10.62374
H 15.23736 15.02674 21.73507
H 12.40097 9.73591 8.88212
H 9.42668 8.30908 16.27429
H 6.77423 9.38096 13.61142
H 21.24482 13.75984 14.03566
H 10.62201 21.04164 16.04187
H 17.75413 10.29671 18.14175
H 11.30996 18.57704 11.53806
H 13.81282 10.60860 19.54365
H 15.97896 17.54774 21.66030
H 13.80187 19.11019 19.82491
H 12.80883 15.63375 18.75992
H 14.67217 15.55801 17.56011
*
```

HOMO level   -9.8 eV
Calculated total energy   -4678.9307 Eh
Lowest unoccupied orbital energy   0.390 eV
Relative energy (zero: lowest compared OMol25 entry of this formula, charge and spin)   0.0 kcal per mole
Orbital gap   10.224 eV

***

Record 2
DFT (ωB97M-V/def2-TZVPD) results for 11 unconnected molecules or ions with the total composition C58H160N21O15P7S3.

The geometry in ORCA input format:
```
! RIJCOSX wB97M-V def2-TZVPD def2/J DEFGRID3
* xyz 0 1
S -3.74653 -2.51250 2.58772
S 5.29575 0.08853 1.92350
S -2.90640 5.91404 0.06006
P -1.54576 3.23538 -4.65534
P 0.76051 1.63525 4.71448
P 3.91338 -4.68439 3.61903
P -7.26241 3.07574 1.13442
P 3.63447 4.06709 -2.94364
P 5.54504 -3.96963 -3.03836
P -0.64619 -5.04614 -1.68032
O 5.99323 1.27611 1.52597
O 4.23401 -0.37987 1.04237
O -2.40458 -2.40237 3.15324
O -4.31559 6.06441 0.34242
O 1.92136 0.94988 5.30189
O 0.25279 -0.48654 -1.13842
O -2.14131 2.88410 -3.31190
O 6.50163 -3.93355 -4.21629
O -6.27521 2.00563 1.48830
O -2.18731 6.90016 -0.69815
O -3.27828 0.01259 -1.22158
O -4.25234 -3.79344 2.09892
O 0.67845 -4.54869 -1.23521
O 5.34951 -4.53796 3.19116
O 2.90767 4.05592 -4.22568
N -0.48160 0.56733 4.34025
N 5.86702 -3.39295 -1.53061
N 0.15393 2.77012 5.67509
N -7.49751 3.46572 -0.44069
N -0.49423 -6.43234 -2.61206
N -6.69699 4.51419 1.78311
N 0.95677 2.45543 3.22294
N 2.89376 -4.91558 2.27016
N -8.72499 2.52376 1.61610
N -0.46098 4.49799 -4.59278
N 3.25588 -3.39810 4.42875
N 3.77322 -5.90477 4.69766
N -1.64078 -4.06520 -2.56764
N -2.76071 3.60836 -5.68611
N 5.33787 -5.55578 -2.73346
N 4.01119 -3.35611 -3.28882
N 2.51046 4.66563 -1.75767
N 4.38728 2.61633 -2.61842
N -0.62070 1.98384 -5.30243
N -1.47541 -5.47686 -0.37953
N 4.88450 5.05032 -2.60913
C -7.42874 5.77374 1.57905
C -4.17139 3.37704 -5.31591
C 6.72445 -0.81765 4.00015
C 6.50959 -1.08794 2.50648
C -3.91217 -1.31601 1.25604
C -1.53852 -6.91980 -3.48635
C 2.01751 -2.68831 4.16225
C -1.96185 0.09540 -1.71741
C 0.77211 3.05219 7.01250
C 0.38478 4.83004 -5.71749
C -1.17876 5.62822 -3.96843
C 2.50392 -6.27529 5.25637
C 3.43202 -3.42221 -4.63301
C 4.07733 -5.94909 -1.99331
C 1.45073 1.58503 2.10576
C -8.87593 1.30240 2.34895
C -2.58420 3.86230 -7.13701
C 3.79283 1.40740 -3.11006
C 6.24516 4.73879 -3.02634
C 5.02911 2.40410 -1.30932
C -1.36554 0.89461 -5.83399
C 4.59024 0.35308 3.59805
C -5.04591 -1.61060 3.70367
C 2.96775 -3.94132 1.14310
C 3.19670 -2.57552 -2.41883
C 2.76472 4.75596 -0.34397
C 0.43662 -7.43318 -2.19971
C -5.73254 4.43640 2.85788
C -1.51720 0.77145 3.36198
C 4.75771 -6.98147 4.70769
C 3.95878 -2.99104 5.67050
C -2.97628 3.33469 0.52389
C -2.91235 -3.48774 -2.08500
C 1.30425 3.86923 3.16689
C -1.13145 3.50596 5.43902
C 1.13284 4.39017 -1.85246
C 4.65504 6.46266 -2.43685
C -1.03665 -0.71502 -0.81070
C 0.70638 1.54495 -4.71140
C -5.24141 -0.62858 1.39042
C -0.89435 -5.39085 0.91739
C 5.76651 0.29991 4.48101
C 2.79012 -6.25221 1.75844
C -2.14948 5.46878 1.65022
C 1.11774 -1.33652 -0.37898
C 6.06607 -1.90617 -1.42736
C 5.78367 -6.55647 -3.64730
C -2.21324 3.95492 1.78602
C -5.33804 -0.32978 2.90425
C -1.01218 -0.42075 5.31925
C -1.27993 -3.76178 -3.94495
C -9.83538 3.47655 1.77481
C -8.13149 2.51707 -1.32972
C -6.63231 4.30055 -1.21928
C 6.61876 -4.12155 -0.55321
C -2.70808 4.28284 -0.66843
C -2.80984 -6.06914 -0.40697
C -4.15912 0.77335 -2.03504
H 3.59508 -4.27834 0.32637
H 2.52988 1.48585 1.93681
H 5.19005 -6.82650 -4.48547
H -1.31614 -1.78922 -0.89736
H 5.27936 -1.49426 -2.00992
H -3.17121 -0.53445 1.35747
H -10.58635 3.08763 1.05968
H 5.98441 -7.49913 -3.14160
H 4.28140 -6.01682 -0.85561
H 0.73700 -1.56519 0.64612
H -2.33216 -6.22878 -3.48827
H -3.15888 3.14201 -7.74616
H 0.99290 0.58402 2.15348
H 5.27155 3.32256 -0.83720
H 2.11017 -0.79013 -0.31583
H -0.20790 -0.75402 6.00777
H 1.18853 4.24834 2.17549
H -5.27799 0.22943 0.74030
H 6.49864 3.68690 -3.19300
H 3.63385 6.67554 -2.21962
H 2.45263 -6.90408 2.56056
H -8.94828 3.07430 -1.66351
H 3.34529 -1.53794 -2.73843
H -8.71434 1.42852 3.36892
H 1.17740 4.04996 6.93984
H -1.90826 -0.39582 -2.72322
H -3.70395 1.85752 -2.21449
H -4.85538 4.95787 2.58861
H 1.85646 -5.42492 5.61703
H -6.01936 4.87360 3.78696
H -5.04625 0.96279 -1.42140
H 3.87103 -0.45339 3.78725
H 4.13856 -1.86635 5.68052
H 3.19846 -5.27716 -2.07835
H -2.69399 6.02882 2.41392
H 6.69547 -3.58922 0.36754
H -1.31176 1.47492 2.54843
H -6.62834 6.47423 1.28233
H -7.54024 2.21344 -2.22098
H -9.67459 4.52349 1.61475
H 1.05212 0.76369 -5.43833
H -1.68070 3.19958 4.56863
H -1.79126 0.26206 -5.06324
H -8.18964 0.49536 2.00168
H -1.73756 -0.22763 2.95874
H 5.50056 -6.77285 3.92732
H 1.04480 -7.82155 -2.99550
H 5.16955 -7.10330 5.67540
H -8.46583 1.65012 -0.78494
H -0.04983 -8.26364 -1.64317
H 0.72581 4.47240 3.85578
H -4.51847 -1.51576 4.65764
H 7.81123 -0.45887 4.18918
H 6.37313 1.15664 4.49801
H 2.06253 -6.29576 0.91459
H -0.25903 -4.48856 1.05726
H -4.40148 2.44375 -5.71681
H -0.72086 0.27856 -6.50638
H -2.18307 1.24723 -6.51976
H -5.41814 3.43134 3.08872
H 2.07701 -1.60052 4.26526
H -2.50950 2.40016 0.28541
H -1.88211 3.39205 6.26663
H -2.07504 -4.01094 -4.70220
H -6.20142 5.15923 -0.65731
H -1.17896 5.95154 1.63652
H 1.87150 -6.80246 4.64186
H -0.37351 6.29534 -3.54887
H -3.72037 -4.17866 -2.33625
H -1.94250 -7.79669 -3.06998
H 6.09622 -5.09960 -0.35257
H 5.36209 0.16695 5.48187
H -0.32002 -4.31132 -4.09492
H -1.88779 6.17386 -4.57796
H 0.55095 5.29045 -1.59635
H 0.93089 4.01788 -6.22052
H 6.76884 -6.20888 -4.09420
H -0.36942 -6.30378 1.19588
H 4.90585 -3.40656 5.67339
H -5.94516 -2.25577 3.89810
H 3.35924 -3.16266 6.53968
H -1.67834 5.27359 -3.05907
H -6.37693 0.02966 3.25594
H 6.70466 -1.76149 4.54813
H -2.90370 -3.40586 -1.01183
H 2.64300 -6.79544 6.18060
H -4.07856 3.26741 0.75145
H -10.33518 3.33932 2.77013
H 7.55382 -4.47435 -0.96435
H 1.18034 -2.33188 -0.79480
H -3.77909 -1.75914 0.22258
H -0.92051 -2.70401 -4.11015
H 7.04071 -1.56354 -1.85503
H 1.20662 -2.95538 4.90594
H -1.14320 3.50275 1.80123
H -1.42341 -1.28525 4.78555
H -3.47061 4.25941 -1.41726
H -1.71255 4.15664 -1.09202
H 5.14365 6.85064 -1.52427
H -4.18678 3.44018 -4.25342
H 0.81438 3.63318 -1.09033
H 5.99228 -1.38658 -0.44700
H -0.11174 5.44503 -6.52109
H -1.78714 -5.32892 1.48757
H -4.95387 4.08214 -5.63851
H 3.70695 1.42163 -4.20774
H 3.38558 -2.72564 -1.38802
H 5.08508 7.01374 -3.25974
H -2.78028 -7.11687 -0.08162
H 4.41384 -7.97899 4.42740
H 6.92517 5.12398 -2.23619
H 2.24398 3.89002 0.12271
H -6.09028 -1.19394 1.05399
H -3.04265 4.84848 -7.35947
H -4.26891 0.35094 -2.99931
H -7.93275 6.14194 2.44910
H -1.59284 1.07343 -1.80516
H 4.32727 1.93109 -0.60611
H -5.82137 3.75727 -1.72380
H 7.41466 -0.92968 1.95484
H -8.09036 5.62283 0.77461
H 1.22179 5.35297 -5.33991
H 4.21238 -3.31351 -5.37950
H 4.10904 1.31156 3.59506
H 2.75960 -4.28170 -4.57487
H 0.53543 1.04340 -3.74617
H 3.75848 -6.55616 1.34519
H 0.89088 4.09761 -2.84079
H 2.82357 1.30110 -2.62352
H 1.39806 2.33869 -4.71468
H -1.58463 3.80427 -7.43118
H 2.74125 -2.56463 -4.77491
H -1.23876 -0.54118 0.25828
H 6.44940 5.38662 -3.87417
H 3.85947 4.79954 -0.04510
H -3.50454 -5.46756 0.22412
H 4.44532 0.51492 -2.88703
H -3.01161 -2.46751 -2.46468
H 2.34324 4.02321 3.50972
H 2.28354 5.69103 0.01504
H 1.94088 -3.80896 0.76229
H -2.74972 3.65427 2.69963
H -4.75660 0.55783 3.18089
H 6.09813 -2.09524 2.22172
H 1.12772 -6.87303 -1.53855
H -1.87064 0.03058 5.97122
H 3.32738 -2.95116 1.52411
H 0.06117 2.91722 7.78310
H -2.41577 1.10063 3.85028
H 5.83697 1.77308 -1.51884
H -3.19952 -6.11902 -1.37539
H -7.24782 4.64648 -2.01034
H 1.71181 -2.89953 3.15340
H 1.12760 1.98360 1.11122
H 1.60350 2.36356 7.19167
H -9.96419 0.99129 2.20189
H 2.12794 -2.79649 -2.57301
H -1.18642 -7.20739 -4.48070
H -0.89011 4.55315 5.38371
H 3.76844 -6.92532 -2.29934
*
```

HOMO level   -7.9 eV
Calculated total energy   -8168.5733 Eh
Lowest unoccupied orbital energy   0.342 eV
SMILES string   CN(C)P(=O)(N(C)C)N(C)C.CN(C)P(=O)(N(C)C)N(C)C.CN(C)P(=O)(N(C)C)N(C)C.CN(C)P(=O)(N(C)C)N(C)C.CN(C)P(=O)(N(C)C)N(C)C.CN(C)P(=O)(N(C)C)N(C)C.CN(C)P(=O)(N(C)C)N(C)C.O=S1(=O)CCCC1.O=S1(=O)CCCC1.O=S1(=O)CCCC1.COCCOC
Orbital gap   8.275 eV